Record 1
Computed, not measured: a cluster of 2 separate species, C2H5NO3 in total, with ωB97M-V/def2-TZVPD.

Computed properties:
**Multiplicity**: 2
**LUMO (alpha / beta)**: 4.19 / 4.00 eV
**HOMO level (alpha / beta)**: 0.09 / -4.24 eV
**Net charge**: -1

Atoms and positions in Å:
H (1.4346, 0.6726, 1.8190)
O (1.8001, 0.0719, 2.4561)
O (0.5719, 0.8741, -2.2372)
N (-0.8398, -0.4004, -0.7528)
H (-1.5214, -1.0786, -1.0044)
H (0.2870, -1.1974, -2.3847)
C (0.0770, -0.1813, -1.8210)
H (1.5472, -0.7658, 2.1730)
C (-1.0529, 0.4717, 0.2542)
O (-0.3930, 1.4142, 0.6754)
H (-1.9108, 0.1191, 0.8223)

Here are the natural (NBO) charges for atoms 1 to 8, given in e: H 0.500; O -0.967; O -0.704; N -0.654; H 0.376; H 0.030; C 0.258; H 0.456

=====

Record 2
Computed, not measured: a structure of composition C2H5NO3, with ωB97M-V/def2-TZVPD.

Computed properties:
**LUMO**: 7.69 eV
**HOMO level**: 2.28 eV
**Net charge**: -2

Atoms and positions in Å:
O (-2.0828, -1.4843, 0.1316)
O (-0.1031, 1.7497, 0.2033)
C (0.4900, -0.5599, -0.2558)
H (1.4678, -0.7816, 0.1918)
N (-1.7929, 0.1833, 0.5381)
H (-0.0587, 0.2873, 1.6634)
H (0.6402, -0.1778, -1.2685)
O (-2.2908, 1.0144, -0.5127)
C (-0.3272, 0.4757, 0.5749)
H (-0.1586, -1.4439, -0.2815)
H (-1.4450, 1.6217, -0.5056)

Here are the natural (NBO) charges for atoms 1 to 8, given in e: O -0.941; O -0.956; C -0.706; H 0.139; N -0.028; H 0.058; H 0.168; O -0.706

=====

Record 3
Computed, not measured: a cluster of 2 separate species, C2H5NO3 in total, with ωB97M-V/def2-TZVPD.

Computed properties:
**LUMO**: -0.52 eV
**HOMO level**: -10.23 eV
**Structure (SMILES)**: NC(=O)C=O.O
**Net charge**: 0

Atoms and positions in Å:
H (-0.3458, 1.1346, -1.5363)
O (-1.3568, 0.9502, -1.8173)
H (2.4510, 0.3479, 0.8108)
C (0.4515, -0.7228, 1.3506)
O (1.0655, 0.6373, -0.6556)
C (1.3468, 0.2288, 0.4514)
N (-0.7243, -0.8798, 0.7098)
O (0.7426, -1.0629, 2.4577)
H (-1.3906, -1.5920, 1.0773)
H (-1.5129, 1.4419, -2.6176)
H (-0.7271, -0.4832, -0.2309)

Here are the natural (NBO) charges for atoms 1 to 8, given in e: H 0.499; O -0.994; H 0.141; C 0.564; O -0.547; C 0.381; N -0.807; O -0.563

=====

Record 4
Computed, not measured: a cluster of 2 separate species, C2H5NO3 in total, with ωB97M-V/def2-TZVPD.

Computed properties:
**LUMO (alpha / beta)**: -0.18 / -1.52 eV
**HOMO level (alpha / beta)**: -9.15 / -9.29 eV
**Net charge**: 0

Atoms and positions in Å:
N (-1.1503, 0.3978, 0.0217)
O (-1.6653, -0.0790, 1.0764)
C (-0.5807, -0.6390, -0.7174)
O (-0.7732, -1.8697, -0.2629)
O (-1.1721, 1.5308, -0.4542)
H (1.8888, -0.1880, 0.6156)
H (1.1009, 1.3560, 0.9757)
H (1.8047, 0.9789, -0.6975)
C (1.6696, 0.7696, 0.3145)
H (-1.1759, -1.8188, 0.6145)
H (0.0535, -0.4386, -1.4863)

Here are the natural (NBO) charges for atoms 1 to 8, given in e: N 0.405; O -0.485; C 0.333; O -0.614; O -0.375; H 0.155; H 0.177; H 0.163

=====

Record 5
Computed, not measured: a cluster of 2 separate species, C2H5NO3 in total, with ωB97M-V/def2-TZVPD.

Computed properties:
**LUMO**: 0.64 eV
**HOMO level**: -10.56 eV
**Structure (SMILES)**: NC=O.O=CO
**Net charge**: 0

Atoms and positions in Å:
H (1.6364, 1.4179, -1.1825)
H (0.7481, -0.1917, 0.8193)
O (-1.3577, 0.8588, 0.0455)
O (2.3393, -0.4336, -1.3820)
N (-2.1726, -1.1851, 0.5358)
H (-1.9367, -1.4471, -0.4116)
C (1.8328, 0.4241, -0.7390)
C (-1.7975, 0.0704, 0.8641)
H (-1.9138, 0.3826, 1.9054)
O (1.3983, 0.4656, 0.5398)
H (-2.8486, -1.7155, 1.0416)

Here are the natural (NBO) charges for atoms 1 to 8, given in e: H 0.095; H 0.501; O -0.599; O -0.546; N -0.827; H 0.404; C 0.670; C 0.497

=====

Record 6
Computed, not measured: a cluster of 2 separate species, C2H5NO3 in total, with ωB97M-V/def2-TZVPD.

Computed properties:
**LUMO**: -0.19 eV
**HOMO level**: -10.59 eV
**Structure (SMILES)**: O=CNC=O.O
**Net charge**: 0

Atoms and positions in Å:
O (0.2536, 2.4544, -1.7822)
N (-0.4020, 0.9160, -0.2638)
C (0.7519, 0.6751, 0.4500)
H (0.3251, -2.6594, 1.5547)
H (-1.2941, 0.5641, 0.1920)
O (1.7622, -0.0099, -0.0288)
H (0.6196, 1.1337, 1.4782)
H (0.4808, -3.5633, 0.3779)
C (-0.6531, 1.8801, -1.2177)
O (-0.1851, -3.2022, 0.9044)
H (-1.6590, 1.8114, -1.6646)

Here are the natural (NBO) charges for atoms 1 to 8, given in e: O -0.553; N -0.703; C 0.538; H 0.466; H 0.410; O -0.485; H 0.137; H 0.467

=====

Record 7
Computed, not measured: a cluster of 2 separate species, C2H5NO3 in total, with ωB97M-V/def2-TZVPD.

Computed properties:
**Multiplicity**: 2
**LUMO (alpha / beta)**: -5.45 / -10.03 eV
**HOMO level (alpha / beta)**: -13.65 / -13.65 eV
**Net charge**: +1

Atoms and positions in Å:
C (1.8614, -2.5868, -0.2271)
C (-1.6498, 2.0089, -0.1296)
H (2.7396, -2.6912, -0.8743)
H (-0.5022, 3.1951, 1.0550)
N (-0.7221, 2.2578, 0.7164)
H (1.3654, -0.6749, -0.8372)
O (-2.3464, 2.9565, -0.5633)
H (-0.3392, 1.5332, 1.3062)
O (1.2998, -1.3557, -0.1637)
H (-1.8788, 0.9476, -0.2953)
O (1.4236, -3.4737, 0.4176)

Here are the natural (NBO) charges for atoms 1 to 8, given in e: C 0.641; C 0.453; H 0.119; H 0.454; N -0.659; H 0.495; O 0.003; H 0.460

=====

Record 8
Computed, not measured: a cluster of 2 separate species, C2H5NO3S in total, with ωB97M-V/def2-TZVPD.

Computed properties:
**LUMO**: 0.61 eV
**HOMO level**: -9.34 eV
**Net charge**: 0

Atoms and positions in Å:
O (1.9276, -1.5644, 0.5483)
H (1.5872, -2.1711, -0.1474)
C (1.5470, -0.3342, 0.2280)
H (1.7242, 0.1934, 2.0647)
H (1.3326, 0.9020, -1.2903)
H (-0.8291, 1.4604, 0.6186)
S (-3.0265, -0.5600, -0.9250)
H (-3.9112, 0.4993, -1.2799)
C (-1.6806, -0.1739, 0.0476)
O (-1.5694, 1.1497, 0.1002)
O (1.4256, 0.0156, -1.1095)
N (1.4725, 0.5833, 1.1447)

Here are the natural (NBO) charges for atoms 1 to 8, given in e: O -0.661; H 0.501; C 0.815; H 0.361; H 0.504; H 0.515; S 0.023; H 0.109

=====

Record 9
Computed, not measured: a cluster of 3 separate species, C2H5NO3S in total, with ωB97M-V/def2-TZVPD.

Computed properties:
**LUMO**: 0.66 eV
**HOMO level**: -8.33 eV
**Net charge**: 0

Atoms and positions in Å:
O (0.5435, -0.7532, 0.4032)
H (-2.0724, 1.6120, 1.3177)
N (-3.1290, -1.1651, -0.4602)
H (-3.1199, -2.1654, -0.3366)
O (0.8071, 1.3780, -0.3847)
C (-2.5983, -0.4250, 0.4844)
S (-2.6743, 1.2764, 0.1789)
H (4.4840, -0.2767, 0.6402)
O (3.9520, 0.3014, 0.0881)
C (0.6699, 0.3154, 0.0157)
H (4.4795, 1.0831, -0.0909)
H (-3.5604, -0.8190, -1.3138)

Here are the natural (NBO) charges for atoms 1 to 8, given in e: O -0.510; H 0.141; N -0.770; H 0.397; O -0.522; C -0.116; S -0.011; H 0.473

=====

Record 10
Computed, not measured: a cluster of 2 separate species, C2H5NO4 in total, with ωB97M-V/def2-TZVPD.

Computed properties:
**LUMO**: -0.10 eV
**HOMO level**: -11.10 eV
**Structure (SMILES)**: O=CNC(=O)O.O
**Net charge**: 0

Atoms and positions in Å:
H (2.4165, -0.6077, 2.2984)
N (0.5856, -1.5308, 1.1385)
C (0.4140, -0.1479, 1.3925)
O (1.2663, 0.5904, 1.9408)
H (-3.5711, 3.0503, -4.4797)
O (-2.8952, 3.6251, -4.5609)
H (-0.2415, 0.2394, 0.5603)
O (1.1971, -3.4225, 2.2003)
H (-3.2029, 4.1721, -5.3229)
C (1.4814, -2.3106, 1.8831)
O (2.6244, -1.5813, 2.4264)
H (-0.0748, -2.0766, 0.5232)

Here are the natural (NBO) charges for atoms 1 to 8, given in e: H 0.503; N -0.684; C 0.531; O -0.578; H 0.455; O -0.920; H 0.153; O -0.546

=====

Record 11
Computed, not measured: a structure of composition C2H5NO4, with ωB97M-V/def2-TZVPD.

Computed properties:
**Multiplicity**: 3
**LUMO (alpha / beta)**: 0.55 / -3.96 eV
**HOMO level (alpha / beta)**: -7.25 / -10.39 eV
**Net charge**: 0

Atoms and positions in Å:
C (-0.0313, 0.6110, 0.0499)
H (-2.0855, -0.5372, 0.6327)
C (-1.2362, -0.8711, 0.0562)
O (1.8068, -0.3877, 1.0199)
O (-0.0814, 1.2279, -1.1428)
H (-0.9276, -1.6697, 0.7803)
H (0.5132, 0.6525, -1.7361)
H (-1.3486, -1.1299, -1.1171)
H (0.7740, 1.6795, 1.4038)
O (1.5056, -0.6523, -1.1204)
N (1.2007, -0.2444, 0.0180)
O (-0.0898, 1.3214, 1.1555)

Here are the natural (NBO) charges for atoms 1 to 8, given in e: C 0.695; H 0.214; C -0.621; O -0.164; O -0.657; H 0.220; H 0.524; H 0.245

=====

Record 12
Computed, not measured: a cluster of 2 separate species, C2H5NO4 in total, with ωB97M-V/def2-TZVPD.

Computed properties:
**Multiplicity**: 2
**LUMO (alpha / beta)**: -5.48 / -10.74 eV
**HOMO level (alpha / beta)**: -13.70 / -13.69 eV
**Net charge**: +1

Atoms and positions in Å:
O (-4.8868, 2.0174, -1.6532)
O (-0.8171, -0.7415, 1.3274)
N (1.3909, -0.2978, 1.1908)
O (2.6315, -0.4620, -0.7137)
H (-3.9568, 1.9173, -1.4809)
H (3.4606, -0.1630, 1.1164)
H (1.0803, -0.3398, -0.9881)
H (1.4942, -0.5477, 2.1742)
O (0.1215, -0.2890, -0.6670)
C (2.5836, -0.3170, 0.4427)
H (-5.4423, 1.6553, -0.9612)
C (0.1428, -0.4135, 0.6131)

Here are the natural (NBO) charges for atoms 1 to 8, given in e: O -0.943; O 0.018; N -0.630; O -0.468; H 0.465; H 0.199; H 0.533; H 0.458

=====

Record 13
Computed, not measured: the molecule C2H5NOS, with ωB97M-V/def2-TZVPD.

Computed properties:
**LUMO**: 0.62 eV
**HOMO level**: -9.70 eV
**Structure (SMILES)**: NCC(=O)S
**Net charge**: 0

Atoms and positions in Å:
S (1.7736, -0.2118, -0.0339)
H (-2.4911, 0.3253, 0.7490)
H (-2.3860, 0.3180, -0.8980)
H (-0.8888, -1.3409, 0.9881)
H (-0.7874, -1.5381, -0.7353)
O (-0.2019, 1.4877, 0.0382)
C (0.1051, 0.3357, 0.0183)
H (1.4040, -1.4838, 0.1823)
N (-2.3423, -0.2944, -0.0652)
C (-0.9746, -0.7910, 0.0495)

Here are the natural (NBO) charges for atoms 1 to 8, given in e: S 0.014; H 0.362; H 0.362; H 0.215; H 0.212; O -0.545; C 0.396; H 0.124

=====

Record 14
Computed, not measured: the molecule C2H5NOS, with ωB97M-V/def2-TZVPD.

Computed properties:
**LUMO**: 0.63 eV
**HOMO level**: -9.05 eV
**Structure (SMILES)**: OC/C=N\S
**Net charge**: 0

Atoms and positions in Å:
O (1.3915, -1.1412, -0.2430)
H (-0.6205, -1.2968, 0.2531)
C (1.5792, 0.1152, 0.3716)
H (2.5801, 0.4970, 0.1436)
H (0.9074, 2.1897, -0.3224)
S (-1.5629, -0.3708, 0.0919)
H (1.1564, -1.0197, -1.1980)
H (1.4720, 0.0123, 1.4830)
C (0.5878, 1.1573, -0.0847)
N (-0.6605, 1.0064, -0.2298)

Here are the natural (NBO) charges for atoms 1 to 8, given in e: O -0.714; H 0.110; C -0.142; H 0.181; H 0.189; S 0.199; H 0.479; H 0.204

=====

Record 15
Computed, not measured: the molecule C2H5NOS, with ωB97M-V/def2-TZVPD.

Computed properties:
**LUMO**: 0.42 eV
**HOMO level**: -8.68 eV
**Net charge**: 0

Atoms and positions in Å:
H (0.2230, -1.6631, 0.0147)
N (0.4158, -0.6523, -0.0890)
H (-2.8892, 1.6900, -0.2739)
H (2.4236, -0.5071, 0.7375)
S (-2.1288, -0.5420, 0.0842)
C (-0.6481, 0.1352, 0.0575)
H (2.3366, -0.2430, -1.0119)
O (-3.0441, 0.8755, 0.2053)
H (1.5555, 1.0213, 0.2229)
C (1.7557, -0.1145, 0.0526)

Here are the natural (NBO) charges for atoms 1 to 8, given in e: H 0.370; N -0.589; H 0.503; H 0.202; S 0.626; C -0.228; H 0.181; O -0.898

=====

Record 16
Computed, not measured: a structure of composition C2H5NOS, with ωB97M-V/def2-TZVPD.

Computed properties:
**LUMO**: -0.20 eV
**HOMO level**: -9.15 eV
**Net charge**: 0

Atoms and positions in Å:
H (-0.3499, -1.0042, 2.0521)
S (-2.3320, 0.0449, 0.6953)
H (1.5070, 0.5867, 0.2970)
N (1.2972, 0.1036, -0.7756)
H (-0.3408, 0.2825, -1.9362)
C (-0.0495, 0.5647, -0.7872)
O (0.0366, -0.9592, 1.2034)
C (-0.8397, -0.1383, 0.2915)
H (1.1872, -1.1243, -0.4131)
H (-0.1163, 1.6436, -0.6272)

Here are the natural (NBO) charges for atoms 1 to 8, given in e: H 0.493; S 0.072; H 0.335; N -0.775; H 0.227; C -0.338; O -0.743; C 0.125

=====

Record 17
Computed, not measured: the molecule C2H5NOS, with ωB97M-V/def2-TZVPD.

Computed properties:
**LUMO**: 0.17 eV
**HOMO level**: -8.54 eV
**Structure (SMILES)**: NC(=S)CO
**Net charge**: 0

Atoms and positions in Å:
H (-1.8054, 0.0667, 0.9626)
C (0.9686, 0.1420, -0.1107)
O (-1.5120, -0.2571, -0.0447)
N (0.3254, 1.3838, 0.1236)
S (2.5602, -0.2874, 0.0489)
H (-0.2449, -1.8046, -0.9441)
C (-0.2541, -0.9358, -0.0174)
H (-0.6170, 1.0885, -0.4054)
H (-0.2618, -1.6916, 0.8284)
H (0.8412, 2.2956, -0.4410)

Here are the natural (NBO) charges for atoms 1 to 8, given in e: H 0.496; C 0.048; O -0.733; N -0.826; S -0.074; H 0.215; C -0.163; H 0.416

=====

Record 18
Computed, not measured: the molecule C2H5NOS, with ωB97M-V/def2-TZVPD.

Computed properties:
**LUMO**: -0.23 eV
**HOMO level**: -9.10 eV
**Structure (SMILES)**: CCn1os1
**Net charge**: 0

Atoms and positions in Å:
H (-0.4112, -0.4868, -1.5078)
H (-0.1710, 1.3364, -1.5609)
C (0.0866, 0.4514, 0.3254)
H (-1.6804, 0.5306, -1.0152)
H (1.2237, 0.7747, 0.1653)
H (-0.5793, 1.0654, 1.0165)
C (-0.5921, 0.4810, -1.0603)
N (0.0988, -1.0291, 0.6507)
O (0.3636, -1.3298, 1.9608)
S (1.6612, -1.7938, 1.0255)

Here are the natural (NBO) charges for atoms 1 to 8, given in e: H 0.224; H 0.214; C -0.276; H 0.212; H 0.206; H 0.226; C -0.622; N -0.200

=====

Record 19
Computed, not measured: the molecule C2H5NOS, with ωB97M-V/def2-TZVPD.

Computed properties:
**LUMO**: 0.62 eV
**HOMO level**: -9.38 eV
**Structure (SMILES)**: NCC(=O)S
**Net charge**: 0

Atoms and positions in Å:
O (-1.6879, 1.7061, -0.1387)
H (1.3509, -0.7502, -1.0862)
H (1.5645, -1.1218, 0.4966)
C (0.3514, 0.5394, 0.1672)
H (-0.7917, -1.4884, 0.0986)
S (-2.1015, -0.9408, -0.0077)
H (0.8490, 1.2968, -0.4914)
N (0.8907, -0.7468, -0.1810)
H (0.7497, 0.8474, 1.1848)
C (-1.1752, 0.6583, -0.0423)

Here are the natural (NBO) charges for atoms 1 to 8, given in e: O -0.530; H 0.380; H 0.380; C -0.351; H 0.196; S -0.141; H 0.217; N -0.838

=====

Record 20
Computed, not measured: the molecule C2H5NOS2, with ωB97M-V/def2-TZVPD.

Computed properties:
**LUMO**: 0.35 eV
**HOMO level**: -8.52 eV
**Structure (SMILES)**: CSC(=S)NO
**Net charge**: 0

Atoms and positions in Å:
C (1.7838, -1.3599, -0.4912)
H (2.2921, -0.7340, 0.2796)
H (-0.6995, 0.4833, 2.0911)
O (-0.0653, -1.3766, 1.6246)
N (-0.2155, -0.0313, 1.3654)
C (-0.3191, 0.4599, 0.1030)
H (2.4861, -1.5194, -1.3000)
S (-1.0898, 1.8838, -0.1918)
H (-0.8884, -1.7959, 1.3445)
H (1.4857, -2.3127, -0.0577)
S (0.3752, -0.4769, -1.2196)

Here are the natural (NBO) charges for atoms 1 to 8, given in e: C -0.751; H 0.236; H 0.390; O -0.536; N -0.323; C -0.135; H 0.232; S -0.111

=====

The records above give, respectively, energy above the lowest of the compared OMol25 structures with the same formula, charge and spin values of 6.5; 42.9; 23.9; 166.9; 19.9; 47.1; 15.8; 76.5; 35.4; 49.1; 100.7; 3.4; 15.2; 45.4; 81.4; 82.8; 70.8; 111.1; 23.1; 41.8 kcal/mol.
The records above give, respectively, E values of -359.6604; -359.4003; -359.6712; -359.4433; -359.6776; -359.6343; -359.3072; -757.7790; -757.8445; -434.9159; -434.6269; -434.5500; -607.3826; -607.3344; -607.2772; -607.2749; -607.2940; -607.2298; -607.3700; -1005.5072 a.u..